# C32H57N9O4P2RbS2

A molecular structure, C32H57N9O4P2RbS2 (ωB97M-V/def2-TZVPD, the OMol25 dataset).

XYZ file:
```
107
Properties=species:S:1:pos:R:3:mulliken_charge:R:1
Rb 1.25982 0.11869 -0.05040 0.64
C -7.21813 0.71656 -3.34751 -1.57
C -5.78514 0.47049 -2.95128 1.12
C -5.34664 0.72870 -1.65713 -0.97
C -4.02073 0.52428 -1.29778 0.04
C -3.11698 0.05336 -2.23879 -0.59
C -3.53866 -0.20458 -3.53317 -0.62
C -4.86354 -0.00156 -3.88420 -0.96
S -1.40475 -0.23969 -1.76793 0.77
O -1.19833 -1.65775 -2.02533 -0.30
O -1.42170 0.09173 -0.33281 -0.10
N -0.42086 0.57614 -2.62812 -0.31
C -0.31723 2.02664 -2.45224 -0.30
C 0.87356 2.50111 -1.55692 -0.18
O 2.03082 2.14764 -1.91023 -0.81
O 0.59352 3.12080 -0.50405 -0.59
H -7.87462 0.71131 -2.47725 0.36
H -7.56964 -0.04417 -4.04577 0.38
H -7.32215 1.68851 -3.83598 0.29
H -6.05072 1.08788 -0.91399 0.40
H -3.67660 0.70535 -0.28782 0.38
H -2.82134 -0.56925 -4.25878 0.38
H -5.19265 -0.21299 -4.89600 0.36
H -1.23355 2.47587 -2.05099 0.14
H -0.13833 2.45428 -3.44409 0.42
N 3.42412 -1.74764 1.07040 -0.25
C 4.51500 -1.95768 0.11590 -0.71
C 4.80437 -0.68270 -0.67322 0.21
N 3.76054 -0.39390 -1.65625 0.02
H 3.72612 -1.14383 1.82716 0.06
H 3.10913 -2.62335 1.46754 0.21
H 4.20307 -2.73885 -0.58030 0.20
H 5.44731 -2.28696 0.59959 0.43
H 5.78693 -0.78430 -1.14759 0.37
H 4.88745 0.14586 0.03707 -0.50
H 4.11728 -0.46559 -2.59948 0.29
H 3.39375 0.55430 -1.59040 -0.19
C -1.89018 3.47415 1.49338 -1.72
P -1.14952 2.00544 2.30139 1.76
C -1.00365 2.61852 4.04118 -1.44
C -2.59752 0.88404 2.50745 0.25
C -3.90149 1.39078 2.52120 -0.64
C -5.00475 0.56159 2.62694 -0.78
C -4.82201 -0.81067 2.73256 -0.93
C -3.53839 -1.32571 2.72769 -0.61
C -2.41648 -0.50225 2.60797 0.02
P -0.73374 -1.25017 2.55656 1.16
C -1.00550 -2.71480 1.48146 -1.09
C -0.71952 -2.05081 4.22456 -1.48
H -2.66493 3.98811 2.06642 0.53
H -2.27154 3.16897 0.51819 0.26
H -1.06161 4.15745 1.30210 0.42
H -1.93606 3.02210 4.44349 0.43
H -0.23400 3.39402 4.05359 0.46
H -0.66971 1.79615 4.67709 0.30
H -4.06096 2.45780 2.43491 0.26
H -6.00268 0.98368 2.62171 0.42
H -5.67308 -1.47624 2.80950 0.38
H -3.40960 -2.39864 2.80366 0.23
H -1.80161 -3.38107 1.81911 0.50
H -0.07276 -3.28138 1.43419 0.42
H -1.22627 -2.35538 0.47414 -0.12
H -1.58652 -2.69134 4.40051 0.38
H -0.68951 -1.27926 4.99503 0.36
H 0.18728 -2.65344 4.30831 0.42
C -1.29794 -5.34481 -1.55261 -0.84
N -0.70329 -4.81395 -2.76501 0.21
C -0.54784 -5.82408 -3.79988 -1.07
C 0.44509 -4.02131 -2.58485 0.51
S 1.47385 -4.24514 -1.28145 -0.36
N 0.66712 -3.13674 -3.56092 0.13
C 1.80054 -2.23357 -3.56085 -0.94
C -0.32856 -2.80190 -4.56618 -1.29
H -2.28053 -5.74653 -1.80863 0.35
H -1.41964 -4.53988 -0.83269 0.06
H -0.68962 -6.13163 -1.09069 0.31
H 0.14490 -6.61787 -3.48547 0.33
H -0.16569 -5.37319 -4.71364 0.33
H -1.51798 -6.27365 -4.01678 0.36
H 2.52724 -2.54500 -2.82204 0.22
H 1.44692 -1.22540 -3.32753 0.20
H 2.25028 -2.22609 -4.55869 0.30
H -1.28567 -3.23250 -4.29581 0.42
H -0.01161 -3.16514 -5.55015 0.34
H -0.42436 -1.71602 -4.59359 0.44
C 2.44574 2.42817 2.13949 -0.55
N 2.66508 3.69415 2.85099 0.14
C 3.68112 3.48555 3.87638 -0.78
N 4.95275 2.99514 3.32572 -0.05
C 4.67441 1.73820 2.61942 -0.91
N 3.68745 1.89713 1.55813 0.84
C 4.18016 2.90452 0.60252 -0.33
N 4.44047 4.19200 1.26237 -0.02
C 3.18308 4.65116 1.86455 -0.73
C 5.41018 3.97486 2.33054 -0.71
H 1.74281 2.62163 1.32836 0.09
H 2.02154 1.69209 2.82948 0.15
H 3.30909 2.75695 4.60141 0.35
H 3.86983 4.43038 4.39319 0.35
H 4.30574 1.00893 3.34784 0.42
H 5.60900 1.36378 2.19079 0.26
H 3.43557 3.03144 -0.18660 0.10
H 5.11430 2.54713 0.15841 0.29
H 2.43917 4.77247 1.07596 0.34
H 3.35682 5.61168 2.35768 0.34
H 5.60187 4.92249 2.84124 0.36
H 6.34643 3.61813 1.89342 0.36
```

The total charge is -1. As for the HOMO energy: -4.8075 eV. The frontier orbital gap comes out at 6.8 eV. The LUMO energy comes out at 2.04 eV. The calculation puts the energy at -96616.522 eV. The value obtained for the energy relative to the best compared isomer or geometry (same formula, charge and spin) is 17.45 kJ/mol.

---

# C32H60BrF3O14P2S3

A molecular structure, C32H60BrF3O14P2S3 in a non-equilibrium geometry (ωB97M-V/def2-TZVPD, the OMol25 dataset).

XYZ file:
```
115
Properties=species:S:1:pos:R:3:mulliken_charge:R:1
C 4.76392 -0.42496 -0.15558 -0.86
C 3.55460 0.50422 -0.74039 -0.40
C 2.16551 -0.35020 -1.13818 0.91
C 1.00422 -0.07538 -0.02344 -1.39
C 1.60816 -0.95797 1.21458 -1.17
C -0.57845 -0.13383 -0.42872 0.98
C -0.62611 0.50597 -1.94743 -0.70
C 0.10172 1.90624 -2.29069 -0.26
C 0.49421 2.17450 -3.85617 0.32
C 1.16225 0.95735 -4.68754 -0.91
C 1.47888 3.49321 -3.93723 -1.14
C -1.62246 0.76952 0.53778 -0.11
S -1.03609 2.58038 0.75193 -0.10
C -3.14049 0.91613 0.03898 0.00
C -3.59791 1.78082 -1.26116 -0.24
C -5.08253 2.53360 -1.09582 -0.43
O -5.00014 3.87113 -0.49273 -0.26
C -6.27755 4.52050 -0.92925 0.56
C -6.13789 6.11067 -1.37741 -0.84
O -7.47194 3.89809 -0.93179 -0.52
C -1.62545 0.40195 2.13170 1.36
C -2.77992 0.74158 3.16773 -1.00
Br -3.55005 2.62377 3.33482 -0.07
C -4.05370 -0.31919 3.36418 -0.42
C -5.32925 -0.11181 2.38989 -0.63
P -0.06261 1.22636 2.98076 0.22
C -0.33733 2.63893 4.14296 -0.47
O 0.51866 -0.06476 4.06926 -0.57
O -1.42349 -1.02157 2.30370 -0.48
S -1.81896 -2.09070 1.10456 1.43
O -1.21339 -3.44548 1.66941 -0.72
O -3.34133 -2.39884 1.11236 -0.54
C -1.14757 -1.70119 -0.65437 0.47
P -2.64803 -1.89168 -1.79686 0.54
O -2.38989 -1.66135 -3.47730 -0.50
O -3.61758 -3.27590 -1.65743 -0.49
S -0.04675 -3.02965 -1.21039 1.42
O 1.10843 -3.52994 -0.25370 -0.58
O -0.94118 -4.35453 -1.11372 -0.63
C 0.65300 -3.24775 -2.89104 0.57
F 0.42152 -2.31365 -3.97579 -0.21
F 2.16136 -3.38413 -2.80392 -0.29
F 0.29771 -4.58946 -3.51489 -0.24
H 4.51905 -1.58987 -0.24914 0.21
H 5.84116 -0.15687 -0.54060 0.28
H 4.79482 -0.22698 1.02152 0.21
H 3.36357 1.35522 0.03656 0.21
H 3.98273 1.04699 -1.71436 0.41
H 1.99442 -0.05800 -2.23729 -1.33
H 2.54999 -1.47990 -1.19277 0.51
H 1.23616 1.05469 0.31095 0.65
H 0.91009 -1.72255 1.73123 0.14
H 2.53671 -1.66217 0.92678 0.24
H 2.13647 -0.24602 2.01873 0.19
H -0.11077 -0.33948 -2.61605 -0.13
H -1.65357 0.59440 -2.46979 -0.02
H -0.68291 2.77933 -2.06046 0.10
H 1.05094 2.17998 -1.63493 0.15
H -0.52842 2.44912 -4.40803 0.22
H 1.33494 1.33861 -5.80305 0.44
H 0.33303 0.10593 -4.78734 0.08
H 2.19656 0.56317 -4.31582 0.16
H 1.92452 3.51029 -5.01941 0.35
H 2.36983 3.37007 -3.17388 0.25
H 0.87996 4.49688 -3.73829 0.28
H -1.64970 3.43206 -0.15759 0.24
H -3.79221 -0.08750 0.02124 -0.31
H -3.78328 1.55741 0.81961 -0.09
H -3.79375 0.97504 -2.12470 0.06
H -2.80925 2.50799 -1.72043 0.00
H -5.60333 2.54343 -2.17087 0.47
H -5.73282 1.79440 -0.42392 0.18
H -6.88158 6.43270 -2.22315 0.31
H -6.38673 6.74846 -0.42229 0.27
H -5.00995 6.24343 -1.74327 0.24
H -2.26133 0.63572 4.25488 0.47
H -3.68640 -1.44619 3.49287 0.24
H -4.46461 -0.05832 4.45974 0.46
H -6.29804 -0.40217 3.02625 0.36
H -5.37933 -0.82544 1.44142 0.06
H -5.52884 0.96585 1.98870 0.11
H 0.67573 2.95753 4.63224 0.13
H -0.80845 3.64347 3.70434 0.29
H -1.05688 2.34848 5.05109 0.28
H 0.31254 0.21659 5.02569 0.27
H -3.06922 -0.96453 -3.78816 0.41
H -4.55367 -3.10492 -2.02979 0.35
O 2.08423 4.01330 5.99353 -0.61
C 2.43347 3.25883 6.89662 0.85
O 2.18840 1.93067 6.80996 -0.31
C 2.73306 0.94201 7.70271 -0.42
C 1.86292 0.78511 8.93317 -0.97
C 3.04719 3.79927 8.15385 -1.16
H 3.77555 1.16372 7.94924 0.36
H 2.74258 -0.00292 7.14789 0.34
H 1.81431 1.71103 9.51189 0.27
H 2.24734 -0.00827 9.57935 0.37
H 0.83551 0.53790 8.64638 0.30
H 2.25459 4.09290 8.84480 0.27
H 3.64474 4.68039 7.89519 0.33
H 3.72893 3.10500 8.64296 0.35
O 7.11875 -5.67045 -5.43986 -0.58
C 5.92791 -5.95534 -5.52642 0.75
O 5.18177 -5.46913 -6.54547 -0.35
C 3.84483 -5.90255 -6.85503 -0.58
C 2.82350 -5.12823 -6.04689 -0.71
C 5.25238 -6.76265 -4.45813 -0.83
H 3.74302 -6.98527 -6.73644 0.37
H 3.69165 -5.69412 -7.91988 0.31
H 2.94792 -5.29702 -4.97421 0.16
H 1.80794 -5.41837 -6.32838 0.38
H 2.94030 -4.05222 -6.21269 0.30
H 4.92955 -6.09854 -3.65403 0.18
H 5.97530 -7.48408 -4.06155 0.30
H 4.40798 -7.34835 -4.81864 0.31
```

The total charge is 0. As for the HOMO energy: -8.1316 eV. The frontier orbital gap comes out at 5.7 eV. The LUMO energy comes out at -2.44 eV. The calculation puts the energy at -192078.670 eV.